# 1
Formula: C4H11N3O2
Source: OMol25
Level of theory: wB97M-V/def2-TZVPD

For the HOMO energy, the calculation gives -9.2 eV. The relative energy (zero: lowest compared OMol25 entry of this formula, charge and spin) is 59.1 kcal/mol. The multiplicity is 1. For the electronic energy, the calculation gives -12890.26639 eV. For the orbital gap, the calculation gives 9.683 eV. The calculation puts the largest force on an atom at 0.0979 hartree/bohr.

Geometry (Å):
C  -1.5968  1.9019  0.2217
N  -0.1461  1.6655  0.1224
C  0.2744  0.4683  0.4121
N  -0.5937  -0.5842  0.6963
C  -0.1522  -1.8135  1.3710
C  1.7365  0.1420  0.1382
O  2.3691  -0.8972  0.2151
O  2.3308  1.2270  -0.5285
H  -1.7335  3.0527  0.0080
H  -2.2484  1.1768  -0.2611
H  -1.8311  1.7593  1.2995
H  -1.5606  -0.3376  1.0221
H  0.1918  -1.5031  2.5119
H  -0.8542  -2.6713  1.4382
H  0.6847  -2.3337  0.8504
H  1.6765  1.8716  -0.5108
N  0.4203  -0.7609  -2.0168
H  1.2195  -1.1775  -2.2870
H  0.2146  0.0615  -2.6126
H  -0.4014  -1.2477  -2.0901

Results of the Mulliken charge analysis, in e, for atoms 1 through 5: -1.062, -0.691, 0.881, -0.133, -0.871

---

# 2
Formula: C4H11N3O2
Source: OMol25
Level of theory: wB97M-V/def2-TZVPD

For the HOMO energy, the calculation gives -9.5 eV. The relative energy (zero: lowest compared OMol25 entry of this formula, charge and spin) is 60.1 kcal/mol. The multiplicity is 1. For the electronic energy, the calculation gives -12890.22345 eV. For the orbital gap, the calculation gives 10.165 eV. The calculation puts the largest force on an atom at 0.1204 hartree/bohr.

Geometry (Å):
C  -0.0292  -3.5350  1.6708
N  -0.2721  -2.0423  1.8128
C  -0.7537  -1.2191  0.9972
N  -1.4290  -1.2942  -0.2526
N  -0.8193  0.1699  1.5036
H  -0.0207  -4.0693  2.6359
H  0.7910  -3.9561  1.2657
H  -0.9503  -3.9910  1.0646
H  -1.8327  -0.4878  -0.7604
H  -2.1572  -1.9614  -0.1805
H  -0.4706  0.2459  2.4231
H  -1.7565  0.4976  1.5757
C  1.7463  1.9095  -2.4341
C  0.7349  2.0874  -1.4821
O  -0.4531  2.1643  -1.5969
O  1.3140  2.0390  -0.1899
H  2.7065  2.2899  -2.1179
H  1.3208  2.3177  -3.3622
H  2.1263  0.8126  -2.6660
H  0.8091  1.3842  0.4591

Results of the Mulliken charge analysis, in e, for atoms 1 through 5: -0.706, -0.484, 0.723, -0.533, -0.632

---

# 3
Formula: C4H11N3O2
Source: OMol25
Level of theory: wB97M-V/def2-TZVPD

For the HOMO energy, the calculation gives -9.5 eV. The relative energy (zero: lowest compared OMol25 entry of this formula, charge and spin) is 29.8 kcal/mol. The multiplicity is 1. For the electronic energy, the calculation gives -12891.53741 eV. For the orbital gap, the calculation gives 10.265 eV. The calculation puts the largest force on an atom at 0.0393 hartree/bohr.

Geometry (Å):
H  0.0692  -1.9690  -0.6771
N  -0.2092  -1.2489  -0.0272
C  0.5489  -0.9157  0.9395
N  0.1531  0.1249  1.7887
N  1.8122  -1.4218  1.1328
C  2.1039  -2.8432  1.1646
H  -0.8159  0.3794  1.8444
H  0.7941  0.9000  1.7914
H  2.4372  -0.9073  1.7293
H  3.0944  -3.0213  0.7150
H  1.4100  -3.3961  0.5312
H  2.0224  -3.3582  2.1381
C  -0.7235  1.5713  -2.6093
C  -1.1415  1.7180  -1.1853
O  -0.9325  2.6845  -0.4891
O  -1.9097  0.7576  -0.6449
H  0.3235  1.3249  -2.7352
H  -0.7927  2.5358  -3.1912
H  -1.3118  0.8363  -3.1730
H  -1.6344  -0.1608  -0.3993

Results of the Mulliken charge analysis, in e, for atoms 1 through 5: 0.124, -0.611, 0.444, -0.509, -0.192

---

# 4
Formula: C4H11N4
Source: OMol25
Level of theory: wB97M-V/def2-TZVPD

For the HOMO energy, the calculation gives -13.1 eV. The relative energy (zero: lowest compared OMol25 entry of this formula, charge and spin) is 95.9 kcal/mol. The multiplicity is 1. For the electronic energy, the calculation gives -10277.02960 eV. For the orbital gap, the calculation gives 9.449 eV. The calculation puts the largest force on an atom at 0.1117 hartree/bohr. Its net charge is +1.

Geometry (Å):
C  2.4477  -0.4599  -0.4063
C  1.0514  -0.4650  0.2646
N  0.4336  -1.7553  0.2035
N  -0.7406  -1.8035  0.2181
C  -1.2335  -0.2148  0.3226
N  -2.4938  -0.2991  -0.4937
C  -0.0401  0.6041  -0.2115
N  0.0370  1.8419  0.6080
H  2.3184  -0.5300  -1.3664
H  2.9570  -1.3153  -0.1030
H  3.0346  0.3759  -0.2592
H  1.1247  -0.2296  1.3910
H  -1.3353  0.2206  1.2380
H  -2.2822  -0.0877  -1.5735
H  -3.1527  0.3727  -0.1213
H  -2.7718  -1.2751  -0.4050
H  -0.0031  0.9214  -1.3184
H  -0.1751  1.7094  1.5247
H  0.8238  2.3892  0.4877

Results of the Mulliken charge analysis, in e, for atoms 1 through 5: -1.639, 0.509, -0.202, -0.346, -0.479

---

# 5
Formula: C4H11N4
Source: OMol25
Level of theory: wB97M-V/def2-TZVPD

For the HOMO energy, the calculation gives -13.4 eV. The relative energy (zero: lowest compared OMol25 entry of this formula, charge and spin) is 83.0 kcal/mol. The multiplicity is 1. For the electronic energy, the calculation gives -10277.59131 eV. For the orbital gap, the calculation gives 9.832 eV. The calculation puts the largest force on an atom at 0.0777 hartree/bohr. Its net charge is +1.

Geometry (Å):
C  0.1326  -3.1803  0.1026
C  -0.5223  2.2875  -0.6161
C  0.2743  0.3318  -1.7338
C  0.1019  1.3980  1.7576
N  0.5028  -2.0878  0.1484
N  -0.0592  1.0831  -0.5663
N  -0.0493  -4.4051  0.2973
N  0.2753  0.5630  0.5927
H  -0.3910  2.7524  -1.5508
H  -0.6763  3.0091  0.1212
H  0.9742  -0.4768  -1.4748
H  -0.6602  -0.1795  -2.1541
H  0.7697  1.0898  -2.4453
H  0.5831  0.8373  2.5798
H  0.5119  2.3574  1.4813
H  -0.8653  1.6081  2.1331
H  0.0652  -5.0864  -0.3658
H  -0.5062  -4.6059  1.1602
H  0.2822  -0.4718  0.5282

Results of the Mulliken charge analysis, in e, for atoms 1 through 5: 0.210, -0.220, -0.844, -0.934, -0.490

---

# 6
Formula: C4H11N4
Source: OMol25
Level of theory: wB97M-V/def2-TZVPD

For the HOMO energy (spin up / spin down), the calculation gives -14.4 / -13.0 eV. The relative energy (zero: lowest compared OMol25 entry of this formula, charge and spin) is 152.1 kcal/mol. The multiplicity is 1. For the electronic energy, the calculation gives -10274.59235 eV. For the orbital gap (spin up / spin down), the calculation gives 9.683 / 8.799 eV. The calculation puts the largest force on an atom at 0.0871 hartree/bohr. Its net charge is +1.

Geometry (Å):
C  -0.5788  0.4213  1.4037
C  -0.4389  -0.4218  -0.3608
C  -0.2416  -0.9208  -1.7283
C  0.1907  -2.1886  1.3282
N  -0.2594  -0.9282  0.8327
N  -0.8215  0.8285  -0.0004
N  1.4275  2.3550  -0.4039
N  -0.8193  1.8379  -0.8388
H  -1.3799  0.5536  2.0195
H  0.2987  0.8894  1.7356
H  -1.1940  -1.0737  -2.1115
H  0.3771  -1.8336  -1.7608
H  0.4572  -0.1404  -2.0994
H  -0.6241  -2.5956  1.9810
H  0.2899  -2.7005  0.4634
H  1.0023  -1.9031  1.8757
H  1.6563  1.7771  -1.2074
H  1.3971  3.3194  -0.7608
H  -0.7391  2.7239  -0.3678

Results of the Mulliken charge analysis, in e, for atoms 1 through 5: -0.394, 0.596, -0.934, -0.725, -0.114

---

# 7
Formula: C4H11N5O
Source: OMol25
Level of theory: wB97M-V/def2-TZVPD

For the HOMO energy, the calculation gives -16.9 eV. The relative energy (zero: lowest compared OMol25 entry of this formula, charge and spin) is 0.0 kcal/mol. The multiplicity is 1. For the electronic energy, the calculation gives -13808.00359 eV. For the orbital gap, the calculation gives 9.205 eV. The calculation puts the largest force on an atom at 0.0127 hartree/bohr. Its net charge is +2.

Geometry (Å):
N  0.3825  -1.9729  -1.5517
C  -0.2585  -0.8856  -1.1098
C  -1.1366  -0.8847  -0.0768
N  -2.0680  0.2171  0.2120
N  0.0812  0.3314  -1.7623
C  0.6549  1.3479  -1.1241
N  0.7806  1.4552  0.1515
C  1.1084  0.6706  1.1455
N  0.7339  0.9854  2.3817
O  1.8824  -0.3622  0.9046
H  0.1793  -2.8882  -1.1847
H  1.1437  -1.9081  -2.2110
H  -1.3492  -1.7984  0.4515
H  -2.2281  0.8111  -0.6152
H  -1.7544  0.8242  0.9851
H  -2.9783  -0.1867  0.4819
H  0.0868  0.3349  -2.7784
H  0.9310  2.2147  -1.7175
H  1.1514  0.5393  3.1886
H  0.3103  1.8880  2.5537
H  2.3467  -0.7330  1.6751

Results of the Mulliken charge analysis, in e, for atoms 1 through 5: -0.407, 0.504, -0.850, -0.152, -0.200

---

# 8
Formula: C4H11N5PdTe4
Source: OMol25
Level of theory: wB97M-V/def2-TZVPD

For the HOMO energy (spin up / spin down), the calculation gives -14.2 / -14.9 eV. The relative energy (zero: lowest compared OMol25 entry of this formula, charge and spin) is 4.4 kcal/mol. The multiplicity is 5. As for the expectation value of S²: 6.0477. For the electronic energy, the calculation gives -44415.07431 eV. For the orbital gap (spin up / spin down), the calculation gives 6.299 / 5.646 eV. The calculation puts the largest force on an atom at 0.0086 hartree/bohr. Its net charge is +2.

Geometry (Å):
Pd  2.3635  -1.0032  0.6021
Te  3.1040  -3.4954  -0.1040
Te  4.9956  -1.6477  0.0004
Te  4.4523  -0.3653  2.5595
Te  2.0902  -1.2507  3.2467
C  -2.4097  -1.8532  -0.2000
N  -1.9137  -0.4853  -0.2998
C  -2.8262  0.5491  -0.7910
C  -0.6097  -0.2423  -0.0965
N  0.2806  -1.1790  0.0855
N  -0.2606  1.0989  -0.0644
C  0.9762  1.7017  -0.1205
N  0.9300  3.0204  -0.3788
N  2.0820  1.0621  0.1065
H  -3.4928  -1.8273  -0.1355
H  -2.0456  -2.3285  0.7117
H  -2.1270  -2.4471  -1.0727
H  -3.7449  0.0727  -1.1161
H  -2.4048  1.0691  -1.6519
H  -3.0891  1.2630  -0.0062
H  -0.1205  -2.1016  -0.0148
H  -1.0355  1.7413  -0.0224
H  0.1352  3.4373  -0.8347
H  1.7724  3.5697  -0.3518
H  2.8980  1.6411  -0.0514

Results of the Mulliken charge analysis, in e, for atoms 1 through 5: 0.087, 0.252, 0.226, 0.252, 0.315

---

# 9
Formula: C4H11NO
Source: OMol25
Level of theory: wB97M-V/def2-TZVPD

For the HOMO energy, the calculation gives -9.3 eV. The relative energy (zero: lowest compared OMol25 entry of this formula, charge and spin) is 133.9 kcal/mol. The multiplicity is 1. For the electronic energy, the calculation gives -7858.74622 eV. For the orbital gap, the calculation gives 9.887 eV. The calculation puts the largest force on an atom at 0.1069 hartree/bohr.

Geometry (Å):
C  -0.9269  -0.5265  -1.3095
C  -0.3600  -0.6699  0.1253
C  0.9941  0.0099  0.5413
C  0.9261  1.5300  1.1003
H  -2.4033  -2.1803  -0.4538
H  -2.5087  -1.3352  -2.5202
H  -0.6199  0.6734  -1.8848
H  -0.2437  -1.3163  -2.0687
H  -1.1757  -0.3253  0.8494
H  -0.2306  -1.7837  0.3688
H  1.7644  0.0099  -0.2119
H  1.3728  -0.5715  1.4205
H  0.3420  2.2416  0.3274
H  0.4410  1.6876  2.1440
H  2.6929  1.6050  1.8395
N  -2.3755  -1.0125  -1.2956
O  2.3108  1.9638  1.0280

Results of the Mulliken charge analysis, in e, for atoms 1 through 5: -0.155, -0.674, -0.573, -0.412, 0.273

---

# 10
Formula: C4H11NO
Source: OMol25
Level of theory: wB97M-V/def2-TZVPD

For the HOMO energy, the calculation gives -9.8 eV. The relative energy (zero: lowest compared OMol25 entry of this formula, charge and spin) is 17.7 kcal/mol. The multiplicity is 1. For the electronic energy, the calculation gives -7863.78594 eV. For the orbital gap, the calculation gives 10.622 eV. The calculation puts the largest force on an atom at 0.0819 hartree/bohr.

Geometry (Å):
C  -1.1059  1.4077  -0.0395
C  -1.8678  1.0194  1.1820
N  -1.3753  -0.1187  1.8297
O  -2.9271  1.4452  1.5978
H  -1.3771  2.4093  -0.3149
H  -1.3459  0.6206  -0.7399
H  -0.0351  1.4719  0.2451
H  -1.9412  -0.3918  2.6077
H  -0.6397  -0.6949  1.4714
C  1.9164  -0.9644  -0.3722
C  1.1142  -0.7664  -1.6204
H  1.2460  -1.0830  0.4983
H  2.5802  -1.8898  -0.3252
H  2.5239  -0.1174  -0.0875
H  1.9594  -1.0410  -2.3475
H  0.8623  0.2623  -1.8394
H  0.4126  -1.5691  -1.7454

Results of the Mulliken charge analysis, in e, for atoms 1 through 5: -0.717, 0.532, -0.332, -0.614, 0.301

---

# 11
Formula: C4H11NO
Source: OMol25
Level of theory: wB97M-V/def2-TZVPD

For the HOMO energy, the calculation gives -8.2 eV. The relative energy (zero: lowest compared OMol25 entry of this formula, charge and spin) is 39.4 kcal/mol. The multiplicity is 1. For the electronic energy, the calculation gives -7862.84453 eV. For the orbital gap, the calculation gives 8.930 eV. The calculation puts the largest force on an atom at 0.0320 hartree/bohr.

Geometry (Å):
C  1.5064  1.1830  1.5377
C  0.2081  1.2016  1.2015
N  -0.4687  0.0800  0.7829
C  -1.4086  0.1304  -0.3277
C  -0.7427  0.5128  -1.6689
H  2.0165  1.9811  2.0615
H  2.0135  0.2317  1.6596
H  -0.2841  2.1547  1.3012
H  0.1533  -0.7011  0.7214
H  -1.7501  -0.8905  -0.4588
H  -2.2298  0.7844  -0.0576
H  -1.3797  0.1531  -2.4747
H  -0.7188  1.6038  -1.7710
H  0.3095  0.2316  -1.6545
O  0.8448  -3.1717  -0.0708
H  1.7092  -2.9704  -0.4340
H  0.2211  -2.5146  -0.3479

Results of the Mulliken charge analysis, in e, for atoms 1 through 5: -0.971, 0.169, -0.217, -0.619, -0.974

---

# 12
Formula: C4H11NO
Source: OMol25
Level of theory: wB97M-V/def2-TZVPD

For the HOMO energy, the calculation gives -8.3 eV. The relative energy (zero: lowest compared OMol25 entry of this formula, charge and spin) is 31.3 kcal/mol. The multiplicity is 1. For the electronic energy, the calculation gives -7863.19574 eV. For the orbital gap, the calculation gives 9.226 eV. The calculation puts the largest force on an atom at 0.0250 hartree/bohr.

Geometry (Å):
C  -1.3800  0.0159  0.9416
C  -0.7374  -0.4605  -0.1237
C  -1.4349  -1.3110  -1.1475
N  0.5938  -0.1567  -0.4222
C  1.5890  -0.3868  0.6368
H  -2.3665  -0.2756  1.2533
H  -0.8614  0.6639  1.6411
H  -0.8559  -2.1944  -1.3911
H  -1.4477  -0.7333  -2.0776
H  -2.4527  -1.5778  -0.8844
H  0.9219  -0.4941  -1.3100
H  1.6724  -1.4627  0.8596
H  1.2530  0.0654  1.5530
H  2.5680  -0.0740  0.2784
O  0.8163  3.0501  -0.1765
H  0.4533  2.1940  0.1103
H  1.6686  3.1375  0.2590

Results of the Mulliken charge analysis, in e, for atoms 1 through 5: -1.126, 0.938, -1.346, -0.227, -0.971

---

# 13
Formula: C4H11NO
Source: OMol25
Level of theory: wB97M-V/def2-TZVPD

For the HOMO energy, the calculation gives -9.9 eV. The relative energy (zero: lowest compared OMol25 entry of this formula, charge and spin) is 2.8 kcal/mol. The multiplicity is 1. For the electronic energy, the calculation gives -7864.43346 eV. For the orbital gap, the calculation gives 10.779 eV. The calculation puts the largest force on an atom at 0.0239 hartree/bohr.

Geometry (Å):
C  2.1886  -0.9173  -0.7423
C  1.6219  -0.1002  0.3961
N  1.2584  -0.8251  1.4969
O  1.5382  1.1074  0.3905
H  1.5949  -0.6781  -1.6277
H  2.1518  -1.9935  -0.5805
H  3.2086  -0.5880  -0.9117
H  0.7879  -0.3471  2.2486
H  1.3467  -1.8213  1.5684
C  -1.8017  0.7257  -1.0587
C  -2.0752  0.7925  0.4504
H  -1.0110  0.0092  -1.2768
H  -2.7400  0.3590  -1.4604
H  -1.5881  1.7086  -1.4687
H  -1.1879  1.0203  1.0485
H  -2.5689  -0.0929  0.8432
H  -2.7241  1.6407  0.6842

Results of the Mulliken charge analysis, in e, for atoms 1 through 5: -0.932, 0.652, -0.378, -0.592, 0.235